No. 1
{"formula": "C5H9NO", "method": "wB97M-V/def2-TZVPD", "species": ["H", "H", "N", "O", "H", "C", "H", "C", "H", "H", "C", "H", "C", "H", "C", "H"], "xyz": [[-0.930, 1.630, 0.803], [1.574, -1.018, -1.928], [0.705, 0.146, -0.357], [-3.279, -0.350, 0.232], [0.207, -1.982, -0.296], [-1.934, 1.498, 1.200], [-0.615, -0.938, 0.971], [0.223, -1.063, 0.291], [1.933, 0.727, -1.946], [0.322, 0.153, -2.417], [1.158, -0.015, -1.731], [-2.346, 2.141, 1.968], [1.543, -0.491, 0.644], [1.670, 0.062, 1.572], [-2.659, 0.529, 0.691], [2.429, -1.027, 0.302]], "nbo_charge": [0.291, 0.166, -0.416, -0.472, 0.193, -0.808, 0.206, -0.264, 0.201, 0.203, -0.413, 0.262, -0.264, 0.203, 0.721, 0.190], "charge": 0, "smiles": "CN1CC1.C=C=O", "lumo_energy_ev": 1.00, "max_force_ha_per_bohr": 0.02073, "spin_multiplicity": 1, "de_lowest_kcal_mol": 72.3, "homo_energy_ev": -9.12}

---

No. 2
{"formula": "C28H34As2N3PdSb", "method": "wB97M-V/def2-TZVPD", "species": ["H", "C", "H", "H", "C", "H", "H", "C", "C", "C", "N", "C", "Pd", "C", "H", "H", "H", "H", "H", "H", "H", "C", "H", "C", "H", "C", "C", "H", "C", "H", "H", "As", "C", "H", "C", "C", "H", "C", "N", "H", "C", "H", "C", "H", "C", "C", "H", "H", "H", "H", "C", "H", "Sb", "C", "C", "H", "C", "H", "N", "H", "H", "C", "H", "C", "H", "C", "H", "C", "As"], "xyz": [[0.802, -2.591, 0.493], [0.771, 3.014, 0.109], [1.951, -1.225, 2.723], [0.547, -3.822, -0.759], [-2.234, -0.041, 4.583], [-1.931, 0.505, -3.701], [2.464, -0.483, 4.239], [3.305, 2.100, -3.720], [-1.258, -3.169, 0.224], [-2.975, -1.703, 0.781], [-1.267, 1.677, 0.541], [1.160, 0.681, -2.665], [-0.104, -0.240, 0.588], [1.073, 1.236, -3.937], [-3.277, 0.048, 4.857], [-1.055, 4.740, -0.797], [0.994, 3.954, 0.616], [2.660, -2.261, -1.337], [-1.869, 1.649, -2.335], [2.068, 2.379, -5.453], [1.253, 2.214, 0.657], [-2.891, 3.715, -0.383], [1.195, 3.073, -0.894], [-2.608, 1.574, 0.649], [0.542, -2.534, -2.748], [0.213, -3.468, 0.216], [3.926, 0.881, 0.698], [3.557, -2.287, 0.198], [3.400, 1.541, -2.452], [0.440, -4.250, 0.943], [4.312, 1.673, -1.885], [-0.331, -0.303, -1.929], [2.330, 0.830, -1.916], [-0.322, -1.658, -4.025], [-3.532, -3.842, -0.119], [2.143, 1.946, -4.464], [3.690, 1.926, 0.886], [-0.714, 2.813, 0.064], [-1.662, -1.970, 0.672], [0.855, -0.305, 5.897], [1.809, -0.365, 3.379], [4.114, 0.379, 1.644], [0.061, -0.236, 5.165], [-1.517, -0.103, 6.611], [-1.255, -0.124, 5.560], [-2.182, -4.127, -0.180], [-4.518, 2.482, 0.300], [4.817, 0.807, 0.078], [-3.526, 4.508, -0.759], [4.225, -1.436, -1.216], [3.313, -1.691, -0.680], [-1.236, -2.507, -2.754], [-3.532, 0.058, 1.877], [-3.941, -2.614, 0.390], [0.377, -0.259, 3.811], [0.170, 1.125, -4.526], [-1.894, 0.598, -2.617], [-4.992, -2.380, 0.496], [-0.577, -0.177, 2.865], [-1.834, -5.091, -0.529], [-2.777, 0.129, -2.188], [-3.445, 2.578, 0.192], [-4.261, -4.577, -0.436], [-0.337, -1.934, -2.972], [4.140, 2.655, -4.127], [-1.865, -0.074, 3.247], [2.108, 0.534, 2.841], [-1.520, 3.839, -0.418], [2.454, -0.020, -0.173]], "nbo_charge": [0.193, -0.649, 0.220, 0.238, -0.259, 0.248, 0.247, -0.168, 0.234, -0.106, -0.504, -0.392, 0.899, -0.138, 0.239, 0.246, 0.256, 0.235, 0.247, 0.242, 0.211, -0.117, 0.248, -0.097, 0.240, -0.634, -0.943, 0.248, -0.209, 0.261, 0.224, 1.003, -0.349, 0.252, -0.121, -0.195, 0.251, 0.238, -0.556, 0.240, -0.647, 0.252, -0.225, 0.247, -0.117, -0.234, 0.245, 0.248, 0.249, 0.251, -0.928, 0.248, 1.131, -0.254, 0.244, 0.212, -0.942, 0.243, -0.541, 0.243, 0.249, -0.269, 0.248, -0.935, 0.242, -0.091, 0.226, -0.233, 0.914], "charge": 2, "lumo_energy_ev": [-5.21, -7.38], "max_force_ha_per_bohr": 0.01031, "spin_multiplicity": 3, "s2": 2.01, "homo_energy_ev": [-13.12, -14.41]}

---

No. 3
{"formula": "C10H23B2N3O4", "method": "wB97M-V/def2-TZVPD", "species": ["H", "B", "H", "H", "O", "H", "H", "C", "H", "N", "N", "C", "H", "H", "H", "O", "C", "H", "H", "H", "C", "H", "H", "C", "H", "O", "H", "O", "N", "H", "H", "H", "C", "H", "C", "H", "H", "B", "H", "C", "C", "C"], "xyz": [[0.368, 1.557, 1.785], [2.496, -1.780, 0.556], [3.579, -0.785, 2.170], [2.253, -0.561, -1.229], [0.965, 0.785, -5.070], [-1.548, -0.129, -5.043], [0.013, -0.194, -1.192], [-0.463, -0.275, 0.799], [-1.563, -3.152, 0.541], [-1.553, 0.406, 0.189], [0.301, -0.831, -0.423], [-2.114, 1.469, 0.628], [-1.852, 1.550, 2.747], [-1.540, 1.539, -5.629], [4.205, -2.401, 1.834], [-1.940, -2.385, 0.982], [-2.183, 2.535, -0.389], [2.688, 0.998, 0.924], [-1.887, 2.083, -1.330], [-3.180, 2.966, -0.508], [1.757, 0.723, 0.457], [2.571, -3.709, 0.679], [1.046, 0.039, 2.339], [1.762, -0.643, -0.261], [1.428, 1.397, -0.334], [0.219, 1.493, -3.069], [-3.457, 1.004, 2.176], [1.923, -3.020, 0.531], [-0.419, -1.903, 2.895], [-1.527, 3.350, -0.093], [-0.345, -2.896, 3.070], [-3.025, 2.710, 2.119], [-1.376, 0.909, -4.754], [-0.931, -1.467, 3.651], [3.795, -1.504, 1.381], [0.014, -1.755, -0.734], [4.546, -1.021, 0.758], [-0.971, -1.609, 1.585], [-2.100, 1.184, -3.984], [0.607, 0.542, 1.484], [0.078, 1.078, -4.254], [-2.643, 1.703, 2.014]], "nbo_charge": [0.233, 1.006, 0.253, 0.283, -0.749, 0.202, 0.496, -0.066, 0.507, -0.515, -0.531, 0.430, 0.226, 0.212, 0.229, -0.918, -0.682, 0.228, 0.283, 0.215, -0.394, 0.503, 0.233, -0.410, 0.246, -0.859, 0.245, -0.892, -1.152, 0.239, 0.391, 0.232, -0.736, 0.407, -1.017, 0.428, 0.256, 1.135, 0.186, -0.439, 0.765, -0.709], "charge": 0, "lumo_energy_ev": -0.44, "max_force_ha_per_bohr": 0.05257, "spin_multiplicity": 1, "homo_energy_ev": -6.76}

---

No. 4
{"formula": "C22H27BrFeN8O4", "method": "wB97M-V/def2-TZVPD", "species": ["H", "H", "H", "H", "H", "H", "C", "C", "C", "C", "N", "O", "H", "H", "N", "C", "H", "N", "C", "H", "Br", "H", "H", "O", "C", "H", "C", "C", "N", "C", "H", "H", "O", "H", "Fe", "H", "O", "C", "H", "C", "C", "C", "H", "H", "N", "C", "C", "H", "H", "C", "H", "N", "C", "H", "N", "C", "N", "H", "C", "C", "C", "H", "H"], "xyz": [[3.738, -0.577, -1.643], [-2.342, -3.999, 2.580], [1.615, 1.277, 4.252], [1.412, 2.620, -0.872], [-2.186, -5.093, 1.229], [2.112, -3.589, 0.376], [-1.256, -3.293, 1.049], [-1.010, 3.129, -4.787], [-2.378, 4.185, -3.109], [2.217, -1.491, 0.991], [-1.006, -2.064, 1.496], [-1.084, 1.460, -0.295], [-2.359, 3.255, -1.185], [-0.626, 3.091, -5.796], [-0.686, -3.561, -0.148], [-0.799, 1.212, -1.516], [2.471, -2.109, 3.979], [-4.391, 0.484, -1.042], [2.749, -0.992, -1.437], [-2.197, 4.870, -5.135], [0.592, 0.858, -4.528], [1.470, -3.132, 2.957], [-0.813, -2.314, -1.717], [-1.748, -0.287, 2.428], [2.255, -0.577, -0.074], [0.559, -0.103, 4.467], [-1.100, 2.203, -2.560], [1.083, 2.613, 1.663], [-1.947, -4.225, 1.678], [2.812, -2.869, 0.816], [3.136, -3.286, 1.765], [-0.866, -4.443, -0.603], [-2.331, -2.171, 3.328], [2.044, 1.372, -1.939], [-0.625, -0.446, 0.228], [-0.059, 1.355, 3.718], [-0.296, 0.067, -1.740], [-0.620, 2.163, -3.875], [3.687, -2.835, 0.171], [1.581, -2.121, 3.344], [-1.890, 4.132, -4.406], [1.687, -1.106, 2.232], [0.729, -1.932, 3.992], [1.207, 2.853, 2.714], [-2.536, -0.889, -0.304], [1.880, 0.764, 0.135], [2.113, 1.792, -0.939], [2.830, -2.072, -1.541], [2.078, -0.629, -2.217], [1.386, 1.161, 1.388], [3.118, 2.209, -0.831], [-0.209, -2.488, -0.916], [-4.663, 1.773, -1.053], [0.745, -2.660, -1.214], [-4.938, 2.894, -1.084], [1.265, 0.220, 2.433], [-1.764, -1.513, 2.486], [1.755, 3.262, 1.105], [-1.974, 3.233, -2.195], [-3.419, -0.168, -0.652], [0.809, 0.703, 3.787], [0.064, 2.872, 1.375], [-3.078, 4.953, -2.811]], "nbo_charge": [0.250, 0.458, 0.239, 0.236, 0.424, 0.202, 0.669, -0.249, -0.209, -0.050, -0.558, -0.741, 0.254, 0.239, -0.411, 0.766, 0.245, -0.602, -0.670, 0.231, 0.085, 0.216, 0.414, -0.372, -0.009, 0.225, -0.191, -0.655, -0.740, -0.645, 0.239, 0.407, -0.364, 0.241, 1.709, 0.240, -0.728, -0.034, 0.237, -0.665, -0.133, 0.098, 0.223, 0.233, -0.840, -0.005, -0.670, 0.210, 0.248, -0.005, 0.246, -0.635, 0.436, 0.404, -0.395, -0.054, 0.652, 0.232, -0.130, 0.706, -0.647, 0.250, 0.243], "charge": 1, "lumo_energy_ev": [-3.58, -4.96], "max_force_ha_per_bohr": 0.01061, "spin_multiplicity": 6, "s2": 8.76, "homo_energy_ev": [-11.50, -11.44]}

---

No. 5
{"formula": "C32H60N2OP3Pt", "method": "wB97M-V/def2-TZVPD", "species": ["H", "H", "H", "C", "H", "H", "H", "C", "C", "H", "H", "P", "H", "H", "C", "H", "H", "N", "H", "H", "H", "H", "P", "H", "H", "N", "H", "H", "C", "C", "H", "H", "H", "H", "H", "H", "C", "H", "C", "C", "C", "H", "H", "H", "C", "O", "C", "H", "H", "C", "H", "C", "H", "C", "C", "H", "H", "H", "C", "H", "H", "H", "C", "H", "C", "H", "H", "H", "C", "C", "C", "H", "P", "H", "C", "H", "H", "H", "H", "H", "C", "H", "Pt", "C", "H", "C", "H", "H", "C", "C", "H", "C", "H", "H", "C", "H", "C", "H", "C"], "xyz": [[2.708, 0.163, 4.338], [-0.965, -3.800, -2.643], [-3.059, 1.294, -0.346], [-2.139, -3.413, -0.275], [2.767, 1.693, 0.790], [0.450, 4.846, -1.140], [-2.144, 2.503, -2.334], [-1.894, -1.246, -4.679], [2.784, 2.511, 0.053], [3.633, 3.178, 0.267], [3.925, -2.288, -1.978], [0.745, 1.628, 3.877], [-4.188, 1.032, -3.210], [2.798, -2.349, 0.780], [-0.817, -3.819, 2.906], [-1.791, 2.165, -4.071], [0.699, -5.389, -0.485], [-2.098, -0.398, -1.425], [2.940, 2.082, -0.946], [-2.424, -3.590, 0.772], [-0.440, -2.171, -2.140], [-0.994, 5.052, 0.254], [0.363, -2.549, 0.652], [-2.694, -4.098, -0.932], [-1.299, 4.056, -2.158], [1.329, -0.421, -1.098], [2.325, 4.310, 1.825], [1.834, 2.494, 5.829], [-1.581, 1.190, -4.526], [-0.645, -3.645, -0.534], [-4.533, -0.538, -3.880], [-2.812, 1.912, 1.295], [-1.461, 4.046, 1.653], [2.091, 3.557, 4.406], [0.852, 3.339, 2.206], [-1.358, -4.569, 2.315], [0.659, 1.785, -1.805], [-2.200, -2.186, -4.209], [-1.089, -0.189, 1.906], [2.354, 0.798, 3.514], [1.412, -4.747, 2.220], [0.901, 0.275, 5.922], [2.371, -4.572, 1.717], [0.695, 4.938, 1.389], [3.187, -1.503, -2.083], [-1.943, -0.227, 2.700], [-2.258, -0.289, -2.561], [-2.087, -1.311, -5.752], [-2.435, -2.396, -0.535], [1.370, 0.584, -2.047], [0.890, -5.572, 1.726], [-3.916, 0.349, -4.033], [-0.804, -1.209, -4.576], [1.364, 2.959, 4.958], [-1.725, 3.029, -0.263], [3.905, -0.676, -3.931], [-0.353, -0.308, 4.778], [-1.455, -2.935, 3.043], [1.320, 4.031, 1.468], [0.531, 3.595, 5.273], [-2.703, 4.743, 0.607], [-3.833, 2.804, 0.145], [0.113, 0.570, 5.221], [2.197, 5.124, -0.924], [-0.368, -5.147, -0.383], [1.612, -5.056, 3.257], [-4.219, 0.899, -4.931], [1.630, 3.854, -2.018], [1.283, -2.501, 3.256], [1.490, 3.344, 0.107], [-2.421, 0.016, -3.987], [2.216, 0.173, 2.620], [0.031, 2.085, -0.152], [-0.631, -4.257, 3.898], [1.426, 4.349, -1.057], [1.337, -2.970, 4.249], [-1.765, 1.310, -5.600], [2.014, 1.036, -4.044], [2.308, -2.285, 2.926], [0.311, 2.312, -2.700], [-2.051, 3.398, -1.709], [0.744, -3.518, -2.220], [0.096, -0.191, 0.498], [3.131, -0.639, -3.175], [-0.912, -5.635, -1.207], [2.236, -1.429, -1.079], [-0.768, -5.563, 0.552], [-0.502, 1.011, -4.424], [2.126, 0.332, -3.230], [0.561, -3.468, 2.314], [2.355, -3.480, -0.543], [-1.696, 4.290, 0.611], [-3.010, 3.952, -1.738], [3.106, 1.562, 3.279], [-2.912, 2.199, 0.245], [0.736, -1.554, 3.359], [-0.292, -3.246, -1.972], [-0.666, 1.123, 5.759], [2.083, -2.535, -0.048]], "lowdin_charge": [0.083, 0.109, 0.043, -0.076, 0.057, 0.075, 0.041, -0.026, -0.072, 0.114, 0.147, 1.028, 0.093, 0.115, -0.062, 0.068, 0.092, 0.180, 0.077, 0.077, 0.040, 0.071, 1.047, 0.111, 0.084, -0.108, 0.105, 0.086, -0.027, -0.655, 0.105, 0.069, 0.082, 0.053, 0.006, 0.077, -0.183, 0.090, -0.515, -0.229, -0.058, 0.089, 0.087, 0.090, 0.040, 0.065, -0.165, 0.110, 0.037, -0.317, 0.073, -0.014, 0.079, -0.213, -0.607, 0.137, 0.024, 0.081, -0.087, 0.075, 0.115, 0.114, -0.216, 0.121, -0.067, 0.112, 0.107, 0.084, -0.115, -0.629, -0.545, -0.009, 1.039, 0.111, -0.054, 0.112, 0.117, 0.142, 0.080, 0.097, -0.080, 0.089, 0.960, 0.017, 0.112, -0.284, 0.081, 0.063, 0.083, -0.655, 0.115, -0.087, 0.124, 0.062, -0.095, 0.020, -0.087, 0.078, -0.225], "charge": 3, "lumo_energy_ev": [-8.93, -13.29], "max_force_ha_per_bohr": 0.08643, "spin_multiplicity": 5, "de_lowest_kcal_mol": 49.6, "s2": 6.03, "homo_energy_ev": [-13.13, -17.79]}